1.
C3H6N2O | wB97M-V/def2-TZVPD

The value obtained for the frontier orbital gap is 10.475 eV. Its SMILES is C/N=[NH+]\[O-].C#C. Its multiplicity is 1.

Element x y z (Å)
C: 1.613 -0.863 -0.443
N: 0.395 -0.365 0.080
N: 0.237 0.081 1.203
O: 1.037 0.096 2.145
H: 1.778 -0.132 -1.381
H: 2.455 -0.968 0.350
H: 1.537 -1.847 -0.859
H: -0.644 0.434 1.453
C: -2.371 1.052 -0.154
C: -1.673 0.586 -1.009
H: -3.111 1.567 0.530
H: -1.253 0.360 -1.915

***

2.
C3H6N2O | wB97M-V/def2-TZVPD

The value obtained for the frontier orbital gap is 10.014 eV. Its multiplicity is 1.

Element x y z (Å)
C: -1.820 0.981 0.728
C: 0.114 -0.294 0.223
N: -0.846 0.488 -0.236
N: 1.084 -0.612 -0.678
C: 2.183 -1.310 -0.190
O: 3.179 -1.545 -0.827
H: -2.291 1.894 0.359
H: -1.280 1.200 1.650
H: -2.585 0.229 0.943
H: -0.909 0.838 -1.193
H: 1.164 -0.267 -1.636
H: 2.005 -1.601 0.858

***

The relative energies come out as 1 4.736; 2 0.000, with values in eV.